Entry 1:
Here is an isolated molecule of C3H6N2O2 in a non-equilibrium geometry from OMol25. Energies are from ωB97M-V/def2-TZVPD.

## Properties
SMILES string	C=NOCON=C
Kohn-Sham gap	11.1	eV
energy relative to the best compared isomer or geometry (same formula, charge and spin)	597.8	kJ/mol

XYZ file:
```
13
Properties=species:S:1:pos:R:3:lowdin_charge:R:1
C 3.05 0.58 -0.07 -0.005
N 2.25 -0.40 0.08 0.001
O 1.04 0.01 -0.50 -0.137
C 0.11 -0.73 0.19 -0.253
O -1.16 -0.46 -0.39 -0.129
N -2.01 0.41 0.28 -0.018
C -3.22 0.31 -0.15 -0.017
H 4.05 0.41 0.23 0.053
H 2.78 1.63 -0.42 0.113
H 0.46 -1.73 0.03 0.123
H 0.12 -0.42 1.22 0.117
H -3.52 -0.51 -0.84 0.093
H -3.96 0.90 0.35 0.059
```

***

Entry 2:
Here is a structure of composition C3H6N2O2 in a non-equilibrium geometry from OMol25. Energies are from ωB97M-V/def2-TZVPD.

## Properties
Kohn-Sham gap	9.0	eV
energy relative to the best compared isomer or geometry (same formula, charge and spin)	756.9	kJ/mol

XYZ file:
```
13
Properties=species:S:1:pos:R:3:lowdin_charge:R:1
C 0.10 0.42 0.10 -0.428
C 0.48 -0.64 -0.88 -0.014
C -0.06 -1.60 1.04 -0.195
H -1.00 2.52 -1.55 0.203
H 1.02 3.01 -1.17 0.183
H 1.74 -1.07 -0.59 0.223
H 0.35 -0.05 -1.84 0.121
H 0.86 -1.78 1.27 0.051
H -0.68 -2.25 1.66 0.146
N 0.15 2.11 -1.10 -0.150
N -0.05 1.62 0.08 -0.071
O -0.48 -1.77 -0.31 -0.080
O -0.29 -0.17 1.29 0.009
```